Entry from the OMol25 dataset: C48H42As2BrF5MnNSe as an isolated structure (ωB97M-V with the def2-TZVPD basis set).

The value obtained for the HOMO energy (spin up / spin down) is -15.376 / -15.365 eV. The orbital gap (spin up / spin down) comes out at 6.127 / 6.590 eV.

Geometry as ORCA input:
```
! RIJCOSX wB97M-V def2-TZVPD def2/J DEFGRID3
* xyz 3 2
Mn -1.3456 0.4310 -0.6028
C 1.8352 1.6137 1.4715
C 2.2497 0.1993 1.8585
As 3.0070 -1.1251 0.5944
C 4.8602 -0.7041 0.2206
C 5.3365 -0.4758 -1.0605
C 6.6813 -0.1920 -1.2381
C 7.5317 -0.1502 -0.1438
C 7.0491 -0.4057 1.1322
C 5.7058 -0.6851 1.3254
C 2.8162 -2.7722 1.5948
C 1.5616 -3.0732 2.1192
C 1.3638 -4.2730 2.7755
C 2.4048 -5.1828 2.8822
C 3.6452 -4.8974 2.3326
C 3.8568 -3.6905 1.6813
As 0.4012 1.9079 0.1142
C 0.3865 3.8617 0.1081
C 0.4100 4.6106 1.2837
C 0.4094 5.9950 1.2190
C 0.3644 6.6403 -0.0081
C 0.3219 5.8980 -1.1784
C 0.3274 4.5149 -1.1232
C 1.3595 1.6170 -1.5607
C 2.7244 1.8557 -1.6944
C 3.3628 1.6062 -2.8991
C 2.6505 1.1054 -3.9764
C 1.2821 0.9061 -3.8723
C 0.6408 1.1635 -2.6717
H 2.6927 2.2114 1.1345
H 1.4617 2.0925 2.3870
H 1.4054 -0.3132 2.3276
H 3.0415 0.2621 2.6201
H 4.6660 -0.5376 -1.9109
H 7.0647 -0.0081 -2.2303
H 8.5789 0.0673 -0.2872
H 7.7180 -0.3966 1.9791
H 5.3254 -0.9005 2.3211
H 0.7330 -2.3752 2.0121
H 0.4014 -4.5140 3.1980
H 2.2365 -6.1137 3.4001
H 4.4417 -5.6207 2.4110
H 4.8245 -3.4555 1.2464
H 0.4140 4.1094 2.2460
H 0.4394 6.5733 2.1289
H 0.3618 7.7187 -0.0529
H 0.2876 6.3957 -2.1352
H 0.3034 3.9319 -2.0395
H 3.2911 2.2839 -0.8738
H 4.4173 1.8071 -3.0018
H 3.1547 0.8736 -4.9007
H 0.7281 0.5573 -4.7293
H -0.4611 1.0547 -2.6087
C -3.8191 -3.8642 -0.2914
C -3.1399 -2.8717 0.5783
C -3.0601 -3.0510 1.9673
C -2.4353 -2.1013 2.7469
C -1.9028 -0.9748 2.1317
Br -1.0732 0.3510 3.1952
N -1.9539 -0.7753 0.8105
C -2.5648 -1.7174 0.0666
H -4.8707 -3.9421 -0.0138
H -3.3812 -4.8531 -0.1499
H -3.7620 -3.5958 -1.3438
H -3.5026 -3.9227 2.4245
H -2.3614 -2.2103 3.8178
H -2.6192 -1.5326 -1.0160
F 2.3637 -7.4521 -0.8739
C 2.1609 -6.1570 -0.9651
C 0.8820 -5.6296 -0.7627
F -0.1323 -6.4127 -0.4339
C 0.6928 -4.2588 -0.8658
F -0.5124 -3.6980 -0.6567
C 1.7449 -3.3997 -1.1196
Se 1.4753 -1.5115 -1.1670
C 3.0107 -3.9320 -1.2909
F 4.0233 -3.0586 -1.4313
C 3.2367 -5.3001 -1.2231
F 4.4643 -5.7686 -1.3306
C -4.6386 1.5793 0.8336
C -3.5828 2.5253 0.2023
C -2.8082 3.2554 1.3115
C -2.7147 1.6046 -0.5604
C -4.2002 3.5706 -0.7153
C -5.5477 3.9113 -0.6956
C -6.0283 4.8984 -1.5378
C -5.1695 5.5665 -2.4023
C -3.8214 5.2239 -2.4345
C -3.3426 4.2415 -1.5929
H -4.1424 0.8476 1.4692
H -5.2177 1.0650 0.0683
H -5.3163 2.1614 1.4542
H -2.1100 2.5659 1.7867
H -3.4950 3.6595 2.0479
H -2.2446 4.0762 0.8792
H -3.1296 1.3973 -1.5935
H -6.2346 3.4131 -0.0342
H -7.0751 5.1530 -1.5280
H -5.5539 6.3427 -3.0440
H -3.1521 5.7324 -3.1100
H -2.2903 3.9699 -1.5896
*
```

Entry from the OMol25 dataset: C48H42AsBN9PSTi as an isolated structure (ωB97M-V with the def2-TZVPD basis set).

The value obtained for the HOMO energy is -12.992 eV. The orbital gap comes out at 6.578 eV.

Geometry as ORCA input:
```
! RIJCOSX wB97M-V def2-TZVPD def2/J DEFGRID3
* xyz 2 1
Ti -0.3806 -0.2118 0.3990
C -4.1588 -1.0755 1.8800
C -3.3964 -0.8723 0.7498
N -2.2668 -0.2206 1.0715
N -2.2910 -0.0019 2.4280
C -3.4245 -0.5133 2.9141
B -1.1803 0.7710 3.2483
N 0.2106 0.0073 3.2535
C 0.9839 -0.3855 4.2667
C 2.2089 -0.8094 3.7734
C 2.1066 -0.6588 2.4052
N 0.9144 -0.1434 2.0764
N -0.8304 2.0595 2.4777
C -0.3341 3.2169 2.9600
C 0.5008 3.7694 2.0169
C 0.4903 2.8463 0.9754
N -0.3194 1.8332 1.2409
N -1.7092 1.0252 4.6170
C -2.5661 2.0013 5.0272
C -3.0185 1.6609 6.2719
C -2.3902 0.4278 6.5479
N -1.6165 0.0360 5.5519
H -5.1198 -1.5542 1.9468
H -3.5856 -1.1606 -0.2713
H -3.6425 -0.4356 3.9678
H 0.6018 -0.3452 5.2746
H 3.0487 -1.1761 4.3363
H 2.8190 -0.9155 1.6363
H -0.5848 3.5550 3.9508
H 1.0435 4.6963 2.0781
H 1.0573 2.8582 0.0617
H -2.8166 2.8412 4.4005
H -3.6971 2.2158 6.8957
H -2.4704 -0.1826 7.4340
S -0.2525 -2.3314 1.5185
C -1.3504 -3.5658 0.9004
C -1.9577 -4.4575 1.7793
C -2.7752 -5.4570 1.2695
C -2.9831 -5.5687 -0.1001
C -2.3681 -4.6845 -0.9777
C -1.5449 -3.6922 -0.4633
As -0.6332 -2.3526 -1.4934
C -1.4028 -2.7811 -3.2122
C -0.7771 -3.6725 -4.0803
C -1.4604 -4.1317 -5.2002
C -2.7653 -3.7266 -5.4484
C -3.4016 -2.8759 -4.5559
C -2.7201 -2.4126 -3.4393
C 1.1951 -2.9847 -1.6869
C 1.8142 -3.7846 -0.7288
C 3.1216 -4.2105 -0.9227
C 3.8193 -3.8458 -2.0673
C 3.1983 -3.0656 -3.0322
C 1.8896 -2.6395 -2.8436
H -1.7995 -4.3637 2.8464
H -3.2585 -6.1503 1.9449
H -3.6245 -6.3476 -0.4896
H -2.5322 -4.7842 -2.0420
H 0.2239 -4.0351 -3.8972
H -0.9695 -4.8219 -5.8739
H -3.2890 -4.0906 -6.3222
H -4.4325 -2.5876 -4.7172
H -3.2473 -1.8041 -2.7174
H 1.2835 -4.0998 0.1592
H 3.5882 -4.8431 -0.1792
H 4.8354 -4.1863 -2.2159
H 3.7226 -2.8019 -3.9422
H 1.4069 -2.0644 -3.6228
N 1.3207 0.2207 -0.9211
C 1.1595 0.5615 -2.3617
C 2.2872 0.4437 -3.1579
C 2.2119 0.7327 -4.5084
C 1.0078 1.1547 -5.0593
C -0.0983 1.3250 -4.2441
C -0.0508 1.0210 -2.8804
P -1.3434 1.5329 -1.7022
C -1.4236 3.3386 -2.1744
C -0.5104 4.3162 -1.7809
C -0.5768 5.6108 -2.2768
C -1.5611 5.9632 -3.1836
C -2.4778 5.0077 -3.5896
C -2.4160 3.7151 -3.0889
C -3.0075 1.0345 -2.2077
C -3.3507 0.5393 -3.4585
C -4.6859 0.3445 -3.7950
C -5.6835 0.6542 -2.8836
C -5.3486 1.1636 -1.6322
C -4.0189 1.3529 -1.2967
H 1.9558 -0.5831 -0.8735
H 1.8176 0.9921 -0.4704
H 3.2224 0.1111 -2.7236
H 3.0942 0.6372 -5.1273
H 0.9445 1.3886 -6.1133
H -1.0012 1.7477 -4.6647
H 0.2817 4.1032 -1.0934
H 0.1488 6.3430 -1.9484
H -1.6145 6.9726 -3.5686
H -3.2569 5.2644 -4.2952
H -3.1646 3.0120 -3.4183
H -2.5840 0.3195 -4.1885
H -4.9434 -0.0329 -4.7760
H -6.7221 0.5143 -3.1525
H -6.1251 1.4244 -0.9255
H -3.7690 1.7697 -0.3266
*
```

Entry from the OMol25 dataset: C48H42AsO2P2S5Tc as an isolated structure (ωB97M-V with the def2-TZVPD basis set).

The value obtained for the HOMO energy (spin up / spin down) is -10.306 / -10.447 eV. As for the relative energy (zero: lowest compared OMol25 entry of this formula, charge and spin): 83.22 kJ/mol. The orbital gap (spin up / spin down) comes out at 7.489 / 6.351 eV.

Geometry as ORCA input:
```
! RIJCOSX wB97M-V def2-TZVPD def2/J DEFGRID3
* xyz 1 4
Tc -0.0917 0.3929 0.0349
S 1.8677 -0.5834 1.2233
P 0.4913 -1.9496 1.9073
C -0.8791 -1.1769 1.2281
P -2.4091 -1.5684 0.5646
S -2.4788 -0.0086 -0.7626
C -3.8128 -1.3916 1.6743
C -3.9606 -0.1681 2.3282
C -5.0636 0.0539 3.1376
C -6.0334 -0.9357 3.2727
C -5.9028 -2.1426 2.6008
C -4.7924 -2.3763 1.7985
C -2.6593 -3.1645 -0.2240
C -3.2487 -3.2412 -1.4844
C -3.4935 -4.4877 -2.0510
C -3.1465 -5.6447 -1.3646
C -2.5648 -5.5679 -0.1038
C -2.3228 -4.3281 0.4703
C 0.9645 -3.6002 1.3622
C 0.6840 -4.0077 0.0581
C 1.1658 -5.2211 -0.4096
C 1.9259 -6.0343 0.4261
C 2.1963 -5.6386 1.7297
C 1.7211 -4.4205 2.2023
C 0.5607 -2.0659 3.7011
C -0.3851 -2.8590 4.3516
C -0.3360 -2.9996 5.7309
C 0.6615 -2.3568 6.4578
C 1.5967 -1.5602 5.8111
C 1.5464 -1.4070 4.4295
H -3.2278 0.6092 2.1717
H -5.1705 1.0043 3.6510
H -6.9040 -0.7565 3.8972
H -6.6700 -2.9046 2.6939
H -4.6894 -3.3224 1.2788
H -3.5089 -2.3327 -2.0147
H -3.9583 -4.5543 -3.0288
H -3.3272 -6.6149 -1.8154
H -2.3032 -6.4745 0.4315
H -1.8713 -4.2660 1.4558
H 0.0753 -3.3874 -0.5855
H 0.9495 -5.5315 -1.4268
H 2.3067 -6.9828 0.0596
H 2.7791 -6.2792 2.3842
H 1.9422 -4.1111 3.2165
H -1.1639 -3.3635 3.7824
H -1.0690 -3.6169 6.2390
H 0.7051 -2.4767 7.5354
H 2.3642 -1.0480 6.3807
H 2.2631 -0.7738 3.9225
O 0.3276 -1.6886 -2.1832
C 0.1888 -0.9419 -1.3754
O -0.3087 1.8089 1.3183
C -0.6316 2.9250 2.1422
C 0.4051 3.9960 1.8121
C 0.2403 5.2965 1.4529
C 1.4868 5.9881 1.2815
C 2.5607 5.1915 1.5256
S 2.0781 3.6096 1.9699
C -2.0279 3.4635 1.8227
C -2.9780 3.9496 2.6652
C -4.1548 4.4006 1.9829
C -4.0665 4.2465 0.6368
S -2.5648 3.5569 0.1913
C -0.5423 2.6658 3.6481
C -0.0847 3.5295 4.5986
C -0.2602 3.0453 5.9327
C -0.8466 1.8207 5.9605
S -1.1807 1.2544 4.3820
H -0.7303 5.7604 1.3139
H 1.5638 7.0330 0.9966
H 3.6136 5.4468 1.4649
H -2.8440 3.9938 3.7419
H -5.0186 4.8270 2.4826
H -4.8020 4.4873 -0.1236
H 0.3577 4.4919 4.3615
H 0.0382 3.5940 6.8210
H -1.0960 1.2039 6.8186
C -0.4368 2.7041 -2.9874
As 0.8772 2.0445 -1.7280
C 2.0720 1.1706 -2.9832
C 1.9264 3.6320 -1.2358
C 2.2983 4.4711 -2.4204
C 3.4922 4.2605 -3.1079
C 3.8318 5.0516 -4.1982
C 2.9802 6.0679 -4.6140
C 1.7898 6.2910 -3.9307
C 1.4519 5.4950 -2.8443
H 0.0712 3.2747 -3.7558
H -1.1773 3.3212 -2.4886
H -0.9326 1.8437 -3.4317
H 2.3754 1.8861 -3.7385
H 1.5522 0.3459 -3.4649
H 2.9481 0.7832 -2.4686
H 2.7960 3.2512 -0.7160
H 1.3227 4.1921 -0.5277
H 4.1744 3.4847 -2.7712
H 4.7669 4.8762 -4.7214
H 3.2492 6.6930 -5.4591
H 1.1243 7.0904 -4.2417
H 0.5263 5.6781 -2.3037
*
```

Entry from the OMol25 dataset: C48H42BrCl3InN5O3S3 as an isolated structure (ωB97M-V with the def2-TZVPD basis set).

The value obtained for the HOMO energy is -2.176 eV. As for the relative energy (zero: lowest compared OMol25 entry of this formula, charge and spin): 150.58 kJ/mol. The orbital gap comes out at 5.512 eV.

Geometry as ORCA input:
```
! RIJCOSX wB97M-V def2-TZVPD def2/J DEFGRID3
* xyz -2 1
In -0.6586 0.2527 -0.1804
Cl -3.9800 5.0356 -5.5137
C -3.1223 4.1377 -4.2892
C -3.6246 2.9292 -3.8465
C -2.9378 2.2284 -2.8729
Cl -3.5568 0.7119 -2.3291
C -1.7364 2.6913 -2.2667
O -1.0682 2.0966 -1.3474
C -1.2909 3.9416 -2.7800
Cl 0.1701 4.5804 -2.1089
C -1.9486 4.6495 -3.7642
H -4.5446 2.5295 -4.2488
H -1.5462 5.5888 -4.1151
S 2.1152 -0.2140 2.3986
C 2.6155 -0.1591 0.7909
S 1.7917 0.8096 -0.4420
C 3.7670 -0.8202 0.3434
C 4.6106 -1.5444 1.2209
N 5.3497 -2.1365 1.8827
C 4.1867 -0.7993 -1.0094
N 4.5708 -0.8212 -2.1001
C -3.6347 3.4997 1.7514
O -2.2632 3.1654 1.7245
C -1.4555 3.8542 2.5398
C -1.8829 4.8515 3.3963
C -0.9459 5.5307 4.1687
Br -1.5542 6.9257 5.3240
C 0.3895 5.2495 4.1125
C 0.8369 4.2285 3.2575
C -0.0758 3.5156 2.4674
O 0.2894 2.5390 1.6445
C 2.2556 3.9197 3.1600
N 2.7918 3.1893 2.2239
C 4.1447 3.1731 2.4659
C 5.1758 2.5586 1.7626
C 6.4640 2.7430 2.2282
C 6.7343 3.5170 3.3631
C 5.7200 4.1329 4.0766
C 4.4264 3.9449 3.6109
N 3.2019 4.4136 4.0329
H -4.0752 3.2728 2.7282
H -4.1103 2.8812 0.9991
H -3.7859 4.5597 1.5197
H -2.9251 5.1215 3.4689
H 1.0839 5.8331 4.6994
H 1.2619 2.3761 1.7014
H 4.9565 1.9613 0.8871
H 7.2886 2.2766 1.7044
H 7.7606 3.6401 3.6865
H 5.9268 4.7341 4.9540
H 3.0303 4.9483 4.8623
S -2.9286 -0.1549 0.9007
C -2.9506 -1.3958 2.1564
C -3.0252 -1.0293 3.4999
C -3.1888 -1.9937 4.4830
C -3.2909 -3.3332 4.1352
C -3.2261 -3.7030 2.7986
C -3.0566 -2.7433 1.8142
H -2.9562 0.0184 3.7644
H -3.2397 -1.7018 5.5257
H -3.4158 -4.0877 4.9028
H -3.3056 -4.7462 2.5189
H -3.0006 -3.0255 0.7711
C -0.8412 -6.5885 -0.2216
C -0.5558 -5.1809 0.2449
C -0.2309 -4.9258 1.5685
C 0.0108 -3.6144 1.9747
C 0.3473 -3.2954 3.4046
C -0.0576 -2.5957 1.0467
C -0.3586 -2.7992 -0.3196
C -0.6176 -4.1450 -0.6761
N -0.4003 -1.7305 -1.1710
C -0.2951 -1.8578 -2.6192
C -1.5895 -2.3965 -3.2725
C -1.4397 -2.4572 -4.7940
C -1.2096 -1.0453 -5.3362
C 0.0815 -0.4890 -4.7319
C 1.2641 -1.3751 -5.1265
C 1.0329 -2.7782 -4.5642
C -0.2541 -3.3553 -5.1617
C 0.9185 -2.7146 -3.0377
C -0.0448 -0.4590 -3.2077
H -1.0658 -7.2433 0.6216
H 0.0234 -6.9980 -0.7507
H -1.6900 -6.5995 -0.9081
H -0.1650 -5.7400 2.2835
H 0.5787 -4.1998 3.9700
H -0.4900 -2.7875 3.8901
H 1.2045 -2.6221 3.4474
H 0.1740 -1.5885 1.3857
H -0.8858 -4.4068 -1.6883
H -2.4141 -1.7351 -2.9965
H -1.8373 -3.3881 -2.8942
H -2.3551 -2.8734 -5.2332
H -2.0499 -0.4026 -5.0534
H -1.1477 -1.0641 -6.4308
H 0.2467 0.5310 -5.0953
H 2.1896 -0.9614 -4.7169
H 1.3631 -1.4138 -6.2181
H 1.8778 -3.4217 -4.8344
H -0.4212 -4.3694 -4.7815
H -0.1660 -3.4185 -6.2532
H 1.8191 -2.2599 -2.6143
H 0.8456 -3.7252 -2.6350
H -0.8762 0.1988 -2.9345
H 0.8733 -0.0567 -2.7745
*
```